This record from the OMol25 dataset describes a 4-piece molecular cluster, C9H7Cl9O4 overall at a distorted geometry. The level of theory is the ωB97M-V functional and the def2-TZVPD basis.

As for the structure (SMILES): O=C1C=C(O)C(=O)C=C1O.ClC(Cl)Cl.ClC(Cl)Cl.ClC(Cl)Cl. The highest occupied orbital energy is -9.75 eV. The total energy comes out at -4789.7972 hartree. Its total charge is 0. The energy above the lowest of the compared OMol25 structures with the same formula, charge and spin comes out at 0.0 kJ/mol. The value obtained for the HOMO-LUMO gap is 8.3 eV.

Each line ends with the Mulliken charge.
Cartesian coordinates (Å):
Cl  2.22  2.45  -2.53  -0.11
Cl  5.03  1.65  -2.32  -0.13
Cl  2.05  -0.74  -0.78  -0.05
Cl  -1.34  -3.15  -3.19  -0.13
Cl  -2.35  -5.65  -2.09  -0.12
Cl  3.17  -3.38  -1.32  -0.14
Cl  -2.45  -3.22  -0.50  -0.07
Cl  4.03  4.03  -0.97  -0.12
Cl  0.94  -3.13  0.50  -0.09
O  -0.85  2.66  4.04  -0.54
O  -0.44  -0.03  3.79  -0.61
O  -1.39  2.85  -0.61  -0.58
O  -1.40  0.11  -0.80  -0.37
C  3.64  2.41  -1.49  0.21
C  -1.34  2.80  1.76  -0.88
C  -1.01  2.08  2.84  0.46
C  1.70  -2.48  -0.96  0.29
C  -2.57  -3.89  -2.13  -0.01
C  -0.70  0.63  2.81  0.58
C  -0.81  0.02  1.47  -0.11
C  -1.18  0.70  0.38  0.27
C  -1.32  2.21  0.42  0.41
H  -0.37  2.09  4.66  0.34
H  -2.02  0.60  -1.35  0.30
H  -3.53  -3.60  -2.54  0.32
H  -0.76  -1.06  1.41  0.33
H  1.13  -2.61  -1.86  -0.03
H  -1.52  3.84  1.99  0.42
H  3.44  1.80  -0.62  0.15